{"formula": "C2HF5NNiO5S2", "method": "wB97M-V/def2-TZVPD", "species": ["Ni", "S", "S", "F", "F", "F", "F", "F", "O", "O", "O", "O", "O", "N", "C", "C", "H"], "positions_angstrom": [[-3.1906, 0.9771, -0.7085], [-0.5589, 1.3239, 0.6986], [-1.8517, -1.2594, -0.1123], [1.9447, -0.3790, 0.1573], [-3.1338, -1.6462, -2.3571], [-1.2463, -0.6341, -2.6224], [1.2347, -0.3164, 2.1919], [0.8898, -2.0217, 0.9880], [0.6820, 2.0809, 0.5084], [-1.7701, -2.6844, 0.1779], [4.5564, 1.2157, 2.6352], [-2.9126, -0.5033, 0.6536], [-1.7527, 1.9835, 0.0541], [-0.5137, -0.3848, 0.2149], [0.9210, -0.6900, 0.9532], [-2.3587, -0.6501, -1.8578], [3.6291, 1.0106, 2.3735]], "s_squared": 3.76, "homo_ha": [-0.3391, -0.3379], "charge": 0, "e_above_lowest_kcal_mol": 28.4, "e_lumo_ha": [-0.07229, -0.09443], "multiplicity": 4}

{"formula": "C6H11N", "method": "wB97M-V/def2-TZVPD", "species": ["N", "C", "C", "C", "C", "C", "C", "H", "H", "H", "H", "H", "H", "H", "H", "H", "H", "H"], "positions_angstrom": [[-2.1653, 1.1060, -1.0608], [-0.1566, 1.5512, 1.1192], [0.9886, -1.6425, -0.0475], [1.3005, -0.1736, -0.1280], [1.1472, -2.3273, 1.0686], [-0.8797, 0.5671, -1.0428], [0.0566, 0.6996, -0.1063], [-0.6529, -0.1243, -1.8586], [-2.6781, 1.1716, -1.9178], [-1.1489, 1.9797, 1.1409], [0.6345, -2.1075, -0.9604], [1.5862, -1.8339, 1.9256], [1.8625, 0.0441, -1.0505], [-2.6790, 1.0675, -0.1943], [0.0039, 0.9119, 1.9963], [0.6059, 2.3333, 1.0974], [0.8286, -3.3537, 1.1733], [1.9701, 0.1713, 0.6603]], "homo_ha": -0.2857, "charge": 0, "e_above_lowest_kcal_mol": 32.4, "e_lumo_ha": 0.03941}

Q: Look up the charge of the first one.
A: 0